(1)
Formula: C4H10ClNSi
Source: the OMol25 dataset
Level of theory: ωB97M-V/def2-TZVPD

The geometry in XYZ format:
```
17
Properties=species:S:1:pos:R:3
C 2.68 -1.10 1.35
C 1.53 -1.17 0.70
Si 0.02 -0.01 1.21
Cl 0.30 0.85 3.12
N -0.59 1.38 0.20
C -0.76 0.86 -1.23
C -2.02 0.13 -1.67
H 3.44 -1.94 1.22
H 2.96 -0.15 1.89
H 1.12 -2.03 0.16
H -1.25 -0.72 1.33
H 0.16 2.05 0.27
H 0.03 0.22 -1.53
H -0.55 1.83 -1.72
H -2.90 0.84 -1.48
H -2.04 -0.12 -2.76
H -2.13 -0.91 -1.07
```

Computed properties:
HOMO = -9.59 eV
Kohn-Sham gap = 10.37 eV
SMILES = C=C[Si@@H](Cl)NCC
spin multiplicity = 1
LUMO = 0.78 eV
energy above the lowest of the compared OMol25 structures with the same formula, charge and spin = 36.7 kcal per mole



(2)
Formula: C5H9NO
Source: the OMol25 dataset
Level of theory: ωB97M-V/def2-TZVPD

The geometry in XYZ format:
```
16
Properties=species:S:1:pos:R:3
C -2.23 -0.19 -0.14
C -0.74 -0.50 -0.17
C 0.16 0.78 -0.22
C 1.62 0.54 0.05
O 2.21 -0.08 -1.06
C -0.26 -1.27 1.00
N 0.75 -1.26 1.65
H -2.52 0.38 -1.03
H -2.48 0.40 0.75
H -2.81 -1.11 -0.11
H -0.51 -1.12 -1.04
H 0.00 1.22 -1.23
H -0.22 1.51 0.51
H 1.73 -0.56 1.51
H 2.16 1.41 0.41
H 3.15 -0.15 -0.89
```

Computed properties:
HOMO (spin up / spin down) = -7.28 / -7.39 eV
Kohn-Sham gap (spin up / spin down) = 7.73 / 7.84 eV
spin multiplicity = 1
LUMO (spin up / spin down) = 0.45 / 0.45 eV
energy above the lowest of the compared OMol25 structures with the same formula, charge and spin = 105.8 kcal per mole



(3)
Formula: C4H14N3
Source: the OMol25 dataset
Level of theory: ωB97M-V/def2-TZVPD

The geometry in XYZ format:
```
21
Properties=species:S:1:pos:R:3
C -0.43 -0.34 -1.53
C -0.52 1.93 -0.65
N 0.19 0.80 -0.86
N -1.71 1.88 0.02
N 0.11 3.09 -0.73
H 1.12 1.07 -1.15
H -2.19 0.99 0.09
H -2.42 2.56 -0.25
H 1.12 3.17 -0.80
H -0.35 3.85 -0.24
H -1.53 -0.16 -1.56
H -0.29 -1.29 -1.05
H -0.44 -0.32 -2.62
C 1.28 -1.63 1.82
C 0.53 -2.66 0.95
H 2.08 -1.15 1.26
H 0.69 -0.86 2.28
H 1.85 -2.17 2.60
H -0.48 -2.30 0.74
H 1.16 -2.90 0.11
H 0.26 -3.54 1.54
```

Computed properties:
HOMO = -14.30 eV
Kohn-Sham gap = 10.69 eV
total charge = +1
spin multiplicity = 1
LUMO = -3.61 eV
energy above the lowest of the compared OMol25 structures with the same formula, charge and spin = 27.3 kcal per mole



(4)
Formula: C19H20CoN4O3S
Source: the OMol25 dataset
Level of theory: ωB97M-V/def2-TZVPD

The geometry in XYZ format:
```
48
Properties=species:S:1:pos:R:3
Co -0.68 0.09 1.26
C -1.81 -2.33 4.67
O -0.52 -2.93 4.93
C 0.60 -2.66 4.30
C 1.75 -3.31 4.79
C 2.96 -3.09 4.20
C 3.08 -2.23 3.08
C 2.01 -1.59 2.54
C 2.24 -0.70 1.39
N 1.30 -0.16 0.71
N 1.72 0.68 -0.32
C 0.76 1.55 -0.56
O -0.36 1.61 0.08
C 0.99 2.54 -1.64
C 2.05 2.38 -2.53
C 2.25 3.31 -3.54
C 1.39 4.40 -3.67
C 0.34 4.56 -2.78
C 0.14 3.63 -1.77
C 0.70 -1.77 3.14
O -0.35 -1.21 2.71
H -2.45 -2.77 5.43
H -2.15 -2.59 3.67
H -1.75 -1.25 4.78
H 1.63 -3.97 5.64
H 3.84 -3.59 4.59
H 4.06 -2.08 2.64
H 3.27 -0.50 1.12
H 2.72 1.54 -2.42
H 3.07 3.18 -4.24
H 1.55 5.12 -4.45
H -0.32 5.41 -2.86
H -0.67 3.75 -1.06
C -2.93 1.54 -1.91
N -2.46 0.17 -2.06
C -1.89 -0.30 -3.32
C -1.64 -1.79 -3.06
N -1.79 -1.86 -1.61
C -2.34 -0.74 -1.11
S -2.83 -0.57 0.53
H -3.76 1.71 -2.59
H -2.11 2.22 -2.14
H -3.25 1.69 -0.89
H -0.96 0.25 -3.52
H -2.58 -0.12 -4.14
H -0.65 -2.11 -3.37
H -2.39 -2.42 -3.55
H -1.79 -2.71 -1.07
```

Computed properties:
HOMO (spin up / spin down) = -11.01 / -11.01 eV
Kohn-Sham gap (spin up / spin down) = 8.01 / 5.58 eV
total charge = +1
spin multiplicity = 5
LUMO (spin up / spin down) = -3.00 / -5.43 eV
energy above the lowest of the compared OMol25 structures with the same formula, charge and spin = 2.1 kcal per mole



(5)
Formula: C6H16FNSi
Source: the OMol25 dataset
Level of theory: ωB97M-V/def2-TZVPD

The geometry in XYZ format:
```
25
Properties=species:S:1:pos:R:3
C -3.33 -0.96 -0.35
C 0.42 2.47 -0.20
C 3.01 -0.90 0.80
C -2.34 0.14 0.08
C 1.07 1.27 -0.78
C 1.70 -1.64 0.55
N -1.07 -0.21 0.53
F 0.05 -1.17 -1.70
Si 0.50 -0.40 -0.33
H -3.46 -1.76 0.36
H -4.37 -0.47 -0.55
H -3.03 -1.43 -1.20
H -0.54 2.10 0.12
H 1.04 2.92 0.66
H 0.37 3.29 -0.89
H 3.33 -0.79 -0.19
H 2.81 0.07 1.35
H 3.76 -1.42 1.41
H -2.16 0.83 -0.90
H -2.83 0.69 0.91
H 2.14 1.35 -0.40
H 1.00 1.33 -1.95
H 1.27 -2.28 1.38
H 1.90 -2.35 -0.16
H -1.24 -0.69 1.45
```

Computed properties:
HOMO (spin up / spin down) = -2.98 / -11.10 eV
Kohn-Sham gap (spin up / spin down) = 3.85 / 7.95 eV
spin multiplicity = 3
LUMO (spin up / spin down) = 0.87 / -3.15 eV



(6)
Formula: C2H6OSi
Source: the OMol25 dataset
Level of theory: ωB97M-V/def2-TZVPD

The geometry in XYZ format:
```
10
Properties=species:S:1:pos:R:3
C -1.65 -0.31 -0.48
C 1.69 0.58 -0.16
O -1.27 0.85 0.34
Si 0.02 -0.17 0.29
H -2.41 -0.91 -0.01
H -1.88 -0.01 -1.50
H 2.25 -0.09 -0.80
H 1.54 1.53 -0.67
H 2.27 0.76 0.74
H -0.55 -2.22 2.26
```

Computed properties:
HOMO (spin up / spin down) = -9.63 / -7.83 eV
Kohn-Sham gap (spin up / spin down) = 8.99 / 7.36 eV
spin multiplicity = 1
LUMO (spin up / spin down) = -0.64 / -0.47 eV
energy above the lowest of the compared OMol25 structures with the same formula, charge and spin = 114.1 kcal per mole



(7)
Formula: C20H30BrN3O3S
Source: the OMol25 dataset
Level of theory: ωB97M-V/def2-TZVPD

The geometry in XYZ format:
```
58
Properties=species:S:1:pos:R:3
C -1.28 0.35 3.68
C -1.49 -1.14 3.44
C -1.18 -1.47 1.99
O -0.39 -0.85 1.32
N -1.84 -2.56 1.48
C -2.26 -3.75 2.22
C -1.99 -4.92 1.26
C -1.92 -4.24 -0.08
C -1.93 -4.76 -1.35
C -1.91 -3.86 -2.42
Br -1.90 -4.55 -4.18
C -1.95 -2.49 -2.22
C -1.93 -1.97 -0.93
S -2.38 -0.23 -0.72
O -3.16 0.08 -1.88
O -3.00 -0.10 0.56
N -1.05 0.72 -0.76
C -0.30 0.76 -2.00
C 0.74 1.88 -1.93
N 1.57 1.73 -0.75
C 2.59 0.71 -0.87
C 3.78 1.13 -1.75
C 4.38 2.44 -1.22
C 3.28 3.49 -1.07
C 2.15 2.94 -0.19
C 1.13 4.03 0.15
C 0.00 3.52 1.04
C -1.86 -2.86 0.13
H -1.94 0.91 3.02
H -1.50 0.60 4.71
H -0.26 0.62 3.45
H -2.52 -1.42 3.66
H -0.82 -1.72 4.08
H -1.70 -3.84 3.15
H -3.33 -3.67 2.46
H -2.78 -5.67 1.30
H -1.04 -5.42 1.48
H -1.96 -5.82 -1.53
H -2.05 -1.81 -3.05
H -0.45 0.58 0.04
H 0.18 -0.21 -2.20
H -1.02 0.96 -2.80
H 1.31 1.87 -2.87
H 0.21 2.82 -1.86
H 2.14 -0.20 -1.28
H 2.95 0.48 0.13
H 3.45 1.28 -2.78
H 4.54 0.34 -1.75
H 5.16 2.79 -1.89
H 4.83 2.25 -0.24
H 2.88 3.75 -2.05
H 3.70 4.40 -0.62
H 2.60 2.62 0.77
H 1.67 4.83 0.67
H 0.72 4.47 -0.76
H -0.65 4.35 1.33
H -0.59 2.77 0.53
H 0.41 3.08 1.95
```

Computed properties:
HOMO = -8.27 eV
Kohn-Sham gap = 8.80 eV
SMILES = CCC(=O)N1CCc2cc(Br)cc(S(=O)(=O)NCCN3CCCC[C@H]3CC)c21
spin multiplicity = 1
LUMO = 0.54 eV